No. 1
10
Properties=species:S:1:pos:R:3:nbo_charge:R:1 method="wB97M-V/def2-TZVPD" relative_energy_kj_mol=85.3 orbital_gap_ha="0.2323 / 0.2913" spin_multiplicity=3
Cl -1.587 -1.757 -1.414 0.076
H -1.190 1.682 0.306 -0.134
H 0.412 -0.530 -1.790 0.207
C 2.150 0.094 1.355 -0.178
C 0.966 0.114 1.124 -0.519
C -0.625 -0.303 -1.494 -0.417
H -1.520 -0.280 1.861 -0.140
H 3.132 0.041 1.143 0.212
H -0.956 0.554 -1.905 0.186
Si -0.782 0.385 0.814 0.707

***

No. 2
12
Properties=species:S:1:pos:R:3:nbo_charge:R:1 method="wB97M-V/def2-TZVPD" relative_energy_kj_mol=0.0 orbital_gap_ha="0.2792 / 0.3774" spin_multiplicity=5
Co 2.520 0.553 0.603 0.819
H -1.952 -0.342 0.963 0.210
H -0.981 1.794 -0.509 0.187
H -1.657 -0.463 -0.809 0.174
C 0.875 -0.996 -0.410 0.646
O -0.182 -1.224 0.425 -0.514
O 2.034 -1.320 0.008 -0.827
H -0.441 1.514 1.177 0.174
O 0.828 0.796 -0.305 -0.808
C -1.200 -0.261 0.173 -0.101
H 0.622 -1.139 -1.477 0.131
C -0.466 1.087 0.161 -0.092

***

No. 3
13
Properties=species:S:1:pos:R:3:nbo_charge:R:1 method="wB97M-V/def2-TZVPD" orbital_gap_ha="0.3525 / 0.2646" charge=+2 spin_multiplicity=2
Na -2.554 -0.278 -0.645 0.980
H -0.720 -1.763 2.054 0.315
H 1.067 1.360 -1.234 0.282
H 1.378 1.101 0.448 0.244
C 0.694 0.761 -0.359 -0.180
H 0.083 -1.076 -1.367 0.194
C -0.202 -2.065 0.970 0.577
Cs -1.440 5.423 0.882 1.000
O 0.888 -1.495 0.527 -0.457
C 0.857 -0.712 -0.679 -0.132
O -1.326 -1.610 0.685 -0.723
O -0.560 1.225 -0.141 -0.350
H 1.836 -0.870 -1.140 0.249

***

No. 4
12
Properties=species:S:1:pos:R:3:nbo_charge:R:1 method="wB97M-V/def2-TZVPD" relative_energy_kj_mol=102.9 orbital_gap_ha="0.2534 / 0.2534"
C 0.018 -0.148 0.809 1.019
C 0.558 -0.460 -1.377 -0.103
C 0.320 1.032 -1.115 -0.101
H 1.538 -0.674 -1.813 0.206
O -0.090 1.061 0.262 -0.463
O 0.519 -1.028 -0.057 -0.466
H -2.521 -0.835 2.477 -0.613
O 0.033 -0.330 2.013 -0.697
H -0.481 1.457 -1.727 0.207
H -0.234 -0.925 -1.975 0.199
H 1.229 1.636 -1.208 0.197
Cu -0.887 -0.786 3.711 0.616

***

No. 5
12
Properties=species:S:1:pos:R:3:nbo_charge:R:1 method="wB97M-V/def2-TZVPD" relative_energy_kj_mol=469.9 orbital_gap_ha="0.2945 / 0.2684" charge=+1 spin_multiplicity=2
H 1.933 -2.467 0.513 0.522
H -1.159 2.008 -0.618 0.230
O -0.343 0.276 -1.289 -0.826
C 0.734 -1.031 0.240 0.400
O 1.631 -1.671 0.968 -0.668
H -1.601 0.722 1.617 0.223
C -1.083 0.330 0.745 0.152
O -0.237 -0.720 1.099 -0.475
H -1.409 -0.175 -0.964 0.504
H 0.505 1.706 0.098 0.225
Cu 1.470 -0.249 -2.168 0.906
C -0.441 1.271 -0.241 -0.189

***

No. 6
13
Properties=species:S:1:pos:R:3:nbo_charge:R:1 method="wB97M-V/def2-TZVPD" smiles=CN1[C@@H](F)N2[C@H](F)N12 relative_energy_kj_mol=380.1 orbital_gap_ha=0.3865
N -1.677 -0.866 0.231 -0.110
H -0.597 1.540 1.485 0.151
C -2.756 -0.226 -0.328 0.397
N -0.355 0.050 -0.417 -0.291
F -3.994 -0.777 -0.195 -0.316
H 1.068 -0.422 1.109 0.191
F -1.180 2.222 -0.283 -0.325
N -2.174 0.369 0.813 -0.336
H 1.114 -1.465 -0.514 0.231
C 0.957 -0.433 -0.035 -0.438
H -2.774 0.472 -1.148 0.178
C -1.002 1.109 0.391 0.447
H 1.641 0.185 -0.510 0.222

***

No. 7
12
Properties=species:S:1:pos:R:3:nbo_charge:R:1 method="wB97M-V/def2-TZVPD" relative_energy_kj_mol=207.7 orbital_gap_ha=0.3338
H -2.959 -0.392 0.712 0.233
C -1.522 1.055 0.331 0.753
C 2.218 -0.952 -0.162 -0.123
H 2.006 1.028 -0.079 0.396
C -2.456 0.489 1.057 -0.588
H 1.306 0.362 -1.498 0.367
H -2.728 0.912 2.006 0.232
H 2.430 -3.186 -0.374 0.140
F -1.112 0.643 -0.861 -0.316
S 1.837 -2.303 -1.170 -0.011
F -0.834 2.141 0.668 -0.313
N 1.813 0.204 -0.630 -0.770

***

No. 8
11
Properties=species:S:1:pos:R:3:nbo_charge:R:1 method="wB97M-V/def2-TZVPD" relative_energy_kj_mol=243.9 orbital_gap_ha="0.2996 / 0.3042"
C 2.140 -0.195 0.045 -0.634
F -3.879 1.034 -0.291 -0.591
F -3.276 -1.238 -0.459 -0.591
H 2.443 0.522 -0.712 0.213
C 0.648 -0.166 0.275 -0.307
H 2.646 0.041 0.983 0.219
H 0.313 -0.951 0.948 0.208
P -3.078 -0.042 0.614 1.241
H 2.436 -1.194 -0.262 0.219
C -0.188 0.676 -0.243 -0.161
H -0.204 1.514 -0.898 0.183

***

No. 9
19
Properties=species:S:1:pos:R:3:nbo_charge:R:1 method="wB97M-V/def2-TZVPD" orbital_gap_ha="0.3286 / 0.2588" spin_multiplicity=3
F -2.929 -0.825 0.655 -0.546
H 1.010 2.287 2.895 0.218
N -1.083 -2.560 -0.265 -1.360
P -2.327 -1.688 -0.567 2.447
C 1.373 0.075 1.630 -0.129
P 0.345 -1.718 -0.446 1.913
F -3.496 -2.758 -0.736 -0.527
F -0.923 -0.504 -3.916 -0.538
C 1.607 1.256 1.166 -0.307
H 1.439 -0.477 2.562 0.194
P -0.937 -0.187 -2.369 2.456
F -0.955 1.342 -2.589 -0.527
F 1.380 -2.859 -0.761 -0.539
C 1.706 2.472 2.049 -0.653
H 1.211 3.237 1.375 0.225
H 2.731 2.709 2.636 0.240
H 1.749 1.580 0.167 0.217
N -2.345 -0.557 -1.699 -1.413
N 0.444 -0.825 -1.789 -1.372

***

No. 10
11
Properties=species:S:1:pos:R:3:nbo_charge:R:1 method="wB97M-V/def2-TZVPD" smiles="C=C(F)N(C)I" relative_energy_kj_mol=110.5 orbital_gap_ha=0.2911
C -0.963 1.366 0.569 -0.591
H 0.022 -2.078 0.433 0.194
C 0.290 0.978 0.172 0.562
N 0.779 -0.250 -0.197 -0.594
F 1.133 1.865 -0.286 -0.322
H -1.754 0.770 1.016 0.212
C -0.090 -1.361 -0.376 -0.424
H -1.162 -1.090 -0.579 0.235
H -1.323 2.271 0.340 0.209
H 0.306 -1.890 -1.328 0.199
I 2.764 -0.582 0.237 0.319

***

No. 11
10
Properties=species:S:1:pos:R:3:nbo_charge:R:1 method="wB97M-V/def2-TZVPD" relative_energy_kj_mol=351.7 orbital_gap_ha="0.2956 / 0.3305"
C -0.246 0.443 -0.108 -0.319
H 0.303 1.406 1.708 0.209
H 0.411 -2.468 -1.389 0.430
O -0.316 -2.187 -0.765 -0.861
F 1.280 -0.169 -1.865 -0.313
C 0.050 -0.101 -1.372 0.469
H 1.719 0.627 0.824 0.214
H -0.571 -0.339 -2.292 0.223
C 0.630 0.919 0.776 -0.284
H -1.248 0.548 0.066 0.232

***

No. 12
10
Properties=species:S:1:pos:R:3:nbo_charge:R:1 method="wB97M-V/def2-TZVPD" relative_energy_kj_mol=835.4 orbital_gap_ha=0.2202
H 0.403 1.557 -1.155 0.275
C 0.091 1.084 0.037 -0.487
H -0.742 -1.641 1.283 0.215
C -0.619 -0.065 -0.538 0.020
F 1.812 -0.682 -0.443 -0.365
H -0.452 -0.210 -1.566 0.181
C 0.734 -0.201 0.346 0.172
H 0.853 -0.780 1.256 0.204
H -0.188 1.589 0.989 0.261
O -1.891 -0.651 -0.209 -0.477

***

No. 13
12
Properties=species:S:1:pos:R:3:nbo_charge:R:1 method="wB97M-V/def2-TZVPD" relative_energy_kj_mol=258.9 orbital_gap_ha=0.3810
C 1.274 0.494 -1.023 -0.508
H 2.574 -0.782 1.762 0.238
F -2.040 -0.807 -1.227 -0.546
H 0.781 1.420 -0.917 0.215
H 1.269 0.095 -1.997 0.226
C 1.574 -0.702 1.251 -0.519
H 0.733 -1.410 1.556 0.230
S -1.657 -0.364 0.371 1.828
C 1.510 -0.148 0.119 0.108
H -1.624 1.627 -0.907 0.531
O -2.868 -0.637 1.047 -0.857
O -1.525 1.213 -0.033 -0.947

***

No. 14
12
Properties=species:S:1:pos:R:3:nbo_charge:R:1 method="wB97M-V/def2-TZVPD" smiles=OC1(O)OC[C@H]1F relative_energy_kj_mol=211.6 orbital_gap_ha=0.3990
H 1.723 -0.410 -1.058 0.159
H -2.629 0.084 0.521 0.511
O -1.809 -0.138 0.983 -0.650
H 1.862 -1.310 0.502 0.177
C -0.808 0.054 0.149 0.762
H -0.668 0.357 -1.732 0.507
F 1.151 1.693 0.150 -0.322
C 0.608 0.547 0.565 0.127
O -1.251 0.750 -1.024 -0.727
O -0.036 -1.381 -0.509 -0.621
H 0.657 0.567 1.641 0.165
C 1.199 -0.813 -0.189 -0.089

***

No. 15
10
Properties=species:S:1:pos:R:3:nbo_charge:R:1 method="wB97M-V/def2-TZVPD" smiles=F[C@H]1C[C@@H]1S relative_energy_kj_mol=259.1 orbital_gap_ha=0.3612
H -2.148 1.340 -0.030 0.156
C 1.211 -0.173 0.501 0.203
H 1.217 1.932 -0.810 0.245
H 0.420 1.892 0.776 0.227
H 0.989 -0.517 1.545 0.200
C 0.728 1.172 0.016 -0.484
F 2.252 -0.603 -0.162 -0.320
H -0.159 -0.284 -1.532 0.250
C -0.078 -0.108 -0.417 -0.361
S -1.985 -0.268 0.057 -0.116

***

No. 16
13
Properties=species:S:1:pos:R:3:mulliken_spin:R:1 method="wB97M-V/def2-TZVPD" relative_energy_kj_mol=144.6 orbital_gap_ha="0.1984 / 0.3497" charge=+1 spin_multiplicity=2
H -0.514 2.291 0.838 0.001
Ga 1.313 0.240 0.523 -0.003
O 1.365 3.724 -0.154 0.000
H -1.134 -2.390 1.279 0.026
O 2.293 1.655 -0.190 -0.004
H -2.071 -2.368 -0.987 -0.002
H -1.260 -0.809 -1.366 0.036
C -1.141 -1.792 -0.879 -0.034
H -0.340 -2.303 -1.452 0.051
C 1.426 2.542 0.101 0.001
O 0.437 1.930 0.879 0.003
C -0.783 -1.628 0.564 0.824
O 0.410 -1.094 0.844 0.102

***

No. 17
13
Properties=species:S:1:pos:R:3:nbo_charge:R:1 method="wB97M-V/def2-TZVPD" relative_energy_kj_mol=75.3 orbital_gap_ha="0.2418 / 0.2088" spin_multiplicity=3
C 0.408 1.180 -0.680 -0.102
Li -0.068 -2.233 1.240 0.861
H 1.276 0.662 -1.113 0.186
H -0.020 2.107 1.259 0.183
O -0.772 0.420 -0.944 -0.596
O -1.611 -1.398 0.151 -0.954
C 0.475 1.215 0.848 -0.100
H 0.315 2.176 -1.127 0.195
H 1.495 1.144 1.239 0.200
C -1.253 -0.159 0.267 0.678
Hg -1.045 -1.861 -1.929 0.551
O -0.243 0.050 1.225 -0.598
H 1.042 -3.305 -0.437 -0.505

***

No. 18
11
Properties=species:S:1:pos:R:3:nbo_charge:R:1 method="wB97M-V/def2-TZVPD" relative_energy_kj_mol=601.8 orbital_gap_ha="0.2594 / 0.2384" spin_multiplicity=2
H -2.733 -0.179 -0.462 0.193
O 2.287 0.327 -0.842 -0.760
H 3.059 0.903 -0.885 0.519
C -2.006 -0.334 0.334 -0.355
C -0.941 0.457 0.419 0.067
O 0.217 0.178 -0.674 -0.646
Hg 1.620 -1.726 0.139 0.381
H 0.305 -0.831 1.654 -0.228
H -0.973 1.533 0.585 0.200
C 1.153 1.023 -0.999 0.430
H -1.988 -1.350 0.731 0.198

***

No. 19
12
Properties=species:S:1:pos:R:3:nbo_charge:R:1 method="wB97M-V/def2-TZVPD" orbital_gap_ha=0.2179 charge=-1
O -0.278 1.122 -0.932 -0.554
H -1.876 1.722 0.243 0.153
H -2.181 -1.032 -1.056 0.158
H -2.518 -0.555 0.636 0.163
O 1.484 -0.357 -0.740 -1.032
H -2.240 1.339 -1.472 0.174
C -1.648 1.046 -0.597 -0.095
Hg 3.334 0.247 -0.521 0.025
H 0.997 0.877 0.741 -0.026
O -0.525 -0.822 0.169 -0.553
C 0.423 0.149 -0.218 0.680
C -1.832 -0.421 -0.211 -0.093

***

No. 20
11
Properties=species:S:1:pos:R:3:nbo_charge:R:1 method="wB97M-V/def2-TZVPD" relative_energy_kj_mol=0.0 orbital_gap_ha="0.3000 / 0.2891" spin_multiplicity=3
H -0.943 0.625 -1.788 0.232
C -0.982 0.033 0.237 -0.166
I 2.819 0.641 0.288 0.425
H 1.738 -1.431 1.138 0.346
N 1.479 -0.376 1.244 -0.733
C -0.484 0.925 -0.823 -0.675
H -0.863 1.965 -0.607 0.225
C -1.105 -1.304 -0.030 0.181
H 0.637 0.968 -0.847 0.220
N -1.270 -2.440 -0.147 -0.298
H -1.027 0.395 1.335 0.243